Record 1
ORCA calculation (ωB97M-V/def2-TZVPD) on a structure of composition C15H22BN6PtSe2Te2 at a distorted geometry.

The geometry in ORCA input format:
```
! wB97M-V def2-TZVPD RIJCOSX def2/J DEFGRID3
* xyz -1 1
Pt 0.57656 -0.84263 1.87249
C -2.89429 -1.89859 2.34344
C -2.62336 -1.31225 0.99870
C -3.45569 -1.24256 -0.13569
C -2.69769 -0.61571 -1.10390
C -3.05494 -0.25577 -2.50872
N -1.49307 -0.34262 -0.56094
N -1.45187 -0.76707 0.71598
B -0.28779 0.44163 -1.10866
N 0.02137 1.65910 -0.20518
N 0.39352 1.50399 1.09837
C 0.57172 2.71291 1.60175
C 0.98047 2.89436 3.02435
C 0.32643 3.68350 0.61444
C -0.01514 2.96988 -0.51456
C -0.38271 3.47794 -1.86867
N 0.96653 -0.45825 -1.17799
N 1.56425 -0.87834 -0.03336
C 2.68000 -1.51706 -0.36860
C 3.59006 -2.11996 0.64495
C 2.81036 -1.51235 -1.76461
C 1.70716 -0.82925 -2.23640
C 1.32778 -0.50274 -3.64227
H -3.94466 -1.77423 2.61118
H -2.26657 -1.42118 3.09652
H -2.64455 -2.96108 2.35848
H -4.46861 -1.59880 -0.23331
H -4.06405 -0.60589 -2.72460
H -2.37482 -0.71277 -3.22950
H -3.02763 0.82318 -2.67216
H -0.55855 0.82297 -2.21561
H 1.08684 1.92605 3.50996
H 0.23862 3.47140 3.57926
H 1.93343 3.42207 3.09709
H 0.38860 4.75497 0.71104
H -0.34947 4.56729 -1.86329
H -1.38750 3.17108 -2.16241
H 0.30248 3.12130 -2.63918
H 3.23625 -1.91832 1.65434
H 4.60139 -1.72245 0.53025
H 3.62504 -3.20376 0.52817
H 3.60193 -1.94863 -2.35076
H 2.05633 -0.94502 -4.32112
H 1.30660 0.57391 -3.81816
H 0.34186 -0.89391 -3.89608
Se 0.77619 -0.65086 4.26653
Te 0.28177 -2.87457 5.34032
Te 1.68794 -4.30069 3.56306
Se 0.46149 -3.37022 1.59504
*
```

## Properties
Lowest unoccupied orbital energy (alpha / beta), eV: 2.481 / 2.483
Energy above the lowest of the compared OMol25 structures with the same formula, charge and spin, kJ/mol: 95.1
Orbital gap (alpha / beta), eV: 5.811 / 5.758


Record 2
ORCA calculation (ωB97M-V/def2-TZVPD) on the molecule C15H22ClN3S.

The geometry in ORCA input format:
```
! wB97M-V def2-TZVPD RIJCOSX def2/J DEFGRID3
* xyz 0 1
C 6.11517 2.07619 0.31542
C 5.02470 2.62469 -0.59515
C 3.63440 2.39631 -0.00114
N 3.37650 0.98928 0.25682
C 3.06402 0.24051 -0.94809
C 2.96795 -1.25086 -0.62752
N 1.95324 -1.46688 0.38258
C 0.72648 -1.92892 0.04345
S 0.46251 -2.66602 -1.42350
N -0.26637 -1.85812 0.96250
C -1.62473 -2.29287 0.71316
C -2.52724 -1.12108 0.42608
C -3.49274 -0.71532 1.33733
C -4.29317 0.38378 1.07941
C -4.11694 1.08800 -0.10003
Cl -5.11096 2.46578 -0.42728
C -3.15635 0.70083 -1.02163
C -2.36766 -0.40183 -0.75381
C 2.27711 -0.71788 1.57624
C 2.34340 0.77732 1.25048
H 5.94967 1.01698 0.49033
H 6.10352 2.58897 1.27440
H 7.09474 2.21070 -0.13646
H 5.09641 2.15312 -1.57608
H 5.16191 3.69859 -0.73686
H 3.58102 2.92138 0.95634
H 2.86848 2.83144 -0.66700
H 3.85678 0.39496 -1.67941
H 2.10833 0.57440 -1.39352
H 2.70480 -1.81614 -1.52151
H 3.92526 -1.60821 -0.23848
H -0.15840 -1.24019 1.75120
H -1.58912 -2.96522 -0.14885
H -1.97834 -2.84469 1.58920
H -3.63002 -1.26652 2.25664
H -5.04669 0.69309 1.78663
H -3.03380 1.25418 -1.93940
H -1.62406 -0.71867 -1.46964
H 1.57694 -0.91318 2.38793
H 3.27002 -1.04371 1.90370
H 2.60164 1.33548 2.15351
H 1.35024 1.11947 0.89875
*
```

## Properties
Lowest unoccupied orbital energy, eV: 0.588
SMILES string: CCCN1CCN(C(=S)NCc2ccc(Cl)cc2)CC1
Energy above the lowest of the compared OMol25 structures with the same formula, charge and spin, kJ/mol: 0.0
Orbital gap, eV: 8.634


Record 3
ORCA calculation (ωB97M-V/def2-TZVPD) on the molecule C15H22ClNO2.

The geometry in ORCA input format:
```
! wB97M-V def2-TZVPD RIJCOSX def2/J DEFGRID3
* xyz 0 1
Cl -4.48401 -2.20715 -0.38891
C -3.44579 -0.90877 0.09530
C -3.51915 0.30958 -0.55394
C -2.67869 1.34502 -0.18032
C -1.75443 1.16302 0.84463
O -0.88604 2.10026 1.30194
C -0.68389 3.29684 0.57765
C 0.02849 3.11228 -0.76615
C 1.49562 2.69641 -0.63957
C 1.72967 1.32004 -0.01296
C 1.21565 0.17254 -0.88244
N 1.21513 -1.08821 -0.16170
C 2.54605 -1.64271 0.01789
C 2.45312 -2.90872 0.86931
O 1.61383 -3.87121 0.27776
C 0.32716 -3.33605 0.07668
C 0.37196 -2.08541 -0.79976
C -1.70231 -0.07195 1.49692
C -2.54190 -1.10068 1.13019
H -4.22999 0.45487 -1.35236
H -2.76324 2.28824 -0.69653
H -0.06569 3.90789 1.24140
H -1.63951 3.81611 0.42586
H -0.51118 2.38091 -1.36788
H -0.01556 4.06959 -1.29060
H 2.01657 3.44358 -0.03604
H 1.94116 2.71018 -1.63782
H 2.80348 1.20490 0.14572
H 1.23901 1.26311 0.95723
H 1.80882 0.11172 -1.81364
H 0.17786 0.36856 -1.16039
H 3.17480 -0.91527 0.53177
H 3.01130 -1.89205 -0.95391
H 3.43340 -3.37761 0.97230
H 2.06767 -2.64041 1.86472
H -0.26315 -4.12074 -0.39912
H -0.12138 -3.07290 1.04594
H -0.63781 -1.68282 -0.90465
H 0.75387 -2.35941 -1.80017
H -0.98386 -0.20172 2.28940
H -2.49708 -2.05183 1.63622
*
```

## Properties
Lowest unoccupied orbital energy, eV: 0.839
SMILES string: Clc1ccc(OCCCCCN2CCOCC2)cc1
Energy above the lowest of the compared OMol25 structures with the same formula, charge and spin, kJ/mol: 0.0
Orbital gap, eV: 9.286


Record 4
ORCA calculation (ωB97M-V/def2-TZVPD) on a structure of composition C15H22F2N8O8S2V at a distorted geometry.

The geometry in ORCA input format:
```
! wB97M-V def2-TZVPD RIJCOSX def2/J DEFGRID3
* xyz 1 3
O 1.86663 -0.27919 2.76399
V 2.62750 0.08039 1.40839
N 1.10540 -0.09321 -0.05158
S 0.84336 -0.33265 -1.52902
O 1.00438 0.75013 -2.51363
O 0.08463 -1.50163 -1.98099
F 2.34273 -1.00270 -1.66155
S -0.61099 0.22689 0.01703
O -1.49326 -0.86627 0.32173
O -1.21259 1.41079 -0.72005
F -0.56360 0.96175 1.49980
O 3.04958 -3.61782 -0.22483
C 3.96604 -2.92905 0.46107
O 3.59016 -1.83221 0.95921
O 5.05494 -3.39948 0.64822
H 2.33732 -3.01238 -0.00637
C -3.97401 -1.75873 2.44117
C -3.65287 -3.20156 2.31427
N -3.41058 -4.31183 2.09906
H -3.18994 -1.27922 3.02718
H -4.99091 -1.59237 2.79660
H -3.88080 -1.22943 1.49287
C -0.98507 3.18081 3.48178
C -1.54603 2.04970 4.21852
N -1.89188 1.15808 4.89753
H 0.07722 2.94965 3.40312
H -1.29757 4.05761 4.04895
H -1.29441 3.32309 2.44633
C 3.48942 2.83061 -3.45809
C 2.66488 3.68567 -2.52491
N 2.03425 4.35149 -1.75685
H 2.81422 2.11803 -3.93185
H 4.17441 2.22863 -2.86100
H 4.09256 3.34829 -4.20396
C -4.28781 2.22137 0.36650
C -5.76645 2.29656 0.48281
N -6.91278 2.38643 0.61054
H -4.04103 1.51739 1.16124
H -3.78445 3.14951 0.63722
H -3.91203 1.78238 -0.55772
C -0.27609 -4.25580 0.26955
C 0.37973 -3.65278 1.46110
N 0.93897 -3.13103 2.30625
H -1.03859 -4.99372 0.51890
H 0.56493 -4.78633 -0.17691
H -0.74426 -3.53384 -0.39954
C 6.61677 0.51789 -0.82889
C 5.20512 0.64009 -0.53250
N 4.05904 0.79365 -0.26183
H 7.22480 1.26555 -0.31958
H 6.73163 0.78236 -1.88006
H 7.02037 -0.48968 -0.72882
C -3.09002 0.19293 -3.37231
C -4.46226 0.18660 -2.94875
N -5.54491 0.11299 -2.59700
H -2.82589 1.14649 -3.82955
H -2.89384 -0.56967 -4.12601
H -2.38622 -0.05119 -2.57659
*
```

## Properties
Expectation value of S²: 2.0808
Lowest unoccupied orbital energy (alpha / beta), eV: -7.636 / -9.351
Orbital gap (alpha / beta), eV: 5.268 / 3.552


Record 5
ORCA calculation (ωB97M-V/def2-TZVPD) on a structure of composition C15H22F6N5OPRh at a distorted geometry.

The geometry in ORCA input format:
```
! wB97M-V def2-TZVPD RIJCOSX def2/J DEFGRID3
* xyz 1 1
Rh 0.57461 0.62242 0.32225
C 0.19903 0.71807 4.52971
C 0.93235 0.80721 3.20154
O 0.02172 0.56212 2.17130
C 2.10954 -0.23279 3.16386
F 1.68814 -1.35921 2.57138
F 2.54449 -0.54505 4.38044
F 3.17024 0.19714 2.45737
C 1.49761 2.21422 3.01675
F 1.96476 2.36580 1.73516
F 2.48935 2.50611 3.84272
F 0.54044 3.14008 3.15704
H -0.19505 -0.29014 4.64525
H -0.63128 1.41925 4.51669
H 0.85447 0.94111 5.36932
C 1.63826 4.35546 -0.52131
C 0.25561 4.05079 0.05512
P -0.45896 2.45757 -0.34461
C -0.69315 2.36946 -2.11978
C -1.70072 3.40456 -2.63898
C -2.07004 2.32202 0.46947
C -2.72388 3.63813 0.90364
H 1.86020 5.41398 -0.39240
H 1.70250 4.14071 -1.58989
H 2.41077 3.80105 0.00241
H -0.49634 4.74445 -0.33378
H 0.25283 4.14821 1.13997
H -1.00576 1.34839 -2.33000
H 0.28382 2.49806 -2.59326
H -2.67608 3.29924 -2.16307
H -1.84270 3.25736 -3.70848
H -1.35688 4.42968 -2.49564
H -1.92471 1.66774 1.32978
H -2.70643 1.78179 -0.23662
H -2.14043 4.14273 1.67328
H -3.70402 3.41806 1.32482
H -2.87149 4.32954 0.07286
N 3.10037 -0.99136 -0.56199
C 4.41322 -0.92698 -0.81644
C 4.71818 0.39188 -1.06241
C 3.50366 1.06605 -0.92344
N 2.51719 0.22462 -0.61001
H 2.55364 -1.80448 -0.32894
H 5.02299 -1.81560 -0.81977
H 5.68196 0.80475 -1.30436
H 3.29480 2.11381 -1.04517
N -0.72667 -0.36701 -0.72475
C -1.86658 -0.63397 -0.39435
N -2.99783 -0.98255 -0.16225
C -4.19792 -0.50419 0.14847
N -5.23125 -0.08814 0.43840
*
```

## Properties
Lowest unoccupied orbital energy (alpha / beta), eV: -4.920 / -4.878
Energy above the lowest of the compared OMol25 structures with the same formula, charge and spin, kJ/mol: 18.1
Orbital gap (alpha / beta), eV: 7.629 / 7.616